C7H12IN | ωB97M-V with the def2-TZVPD basis set

Each line ends with the natural charge from an NBO analysis.
Positions of all 21 atoms, in Å:
C -0.184 0.451 2.040  -0.636
C -0.491 -0.973 1.734  -0.301
I 1.113 -2.363 2.027  0.130
C -1.645 -1.523 1.517  0.379
N -2.722 -2.069 1.399  -0.613
H 0.033 0.580 3.102  0.223
H 0.687 0.772 1.473  0.223
H -1.035 1.077 1.776  0.227
H -3.116 -2.291 0.493  0.382
C -0.269 -0.726 -1.155  -0.408
C 0.486 0.355 -1.267  0.013
C -0.086 1.721 -1.502  -0.642
C 1.982 0.294 -1.179  -0.648
H -1.343 -0.685 -1.250  0.185
H 0.159 -1.705 -1.018  0.199
H -0.009 2.330 -0.600  0.212
H 0.474 2.231 -2.289  0.213
H -1.133 1.665 -1.794  0.214
H 2.412 0.449 -2.170  0.217
H 2.370 1.081 -0.529  0.209
H 2.315 -0.671 -0.807  0.222

HOMO = -8.2902 eV
SMILES = CC(I)=C=N.C=C(C)C

***

C4H12N2O | ωB97M-V with the def2-TZVPD basis set

Each line ends with the Mulliken spin population.
Positions of all 19 atoms, in Å:
N -1.255 -1.427 -0.277  0.831
C -0.204 -0.823 0.498  -0.008
C -0.573 0.677 0.720  0.032
C 0.554 1.435 1.404  0.007
O -0.932 1.340 -0.481  0.024
C 1.126 -1.057 -0.240  0.127
N 1.294 -0.199 -1.427  0.003
H -2.078 -0.984 -0.680  -0.022
H -1.422 -2.423 -0.168  -0.029
H -0.225 -1.402 1.429  0.041
H -1.472 0.664 1.323  -0.006
H 1.394 1.483 0.715  0.001
H 0.184 2.435 1.575  0.001
H 0.781 0.967 2.346  0.000
H -1.872 1.200 -0.658  0.001
H 1.202 -2.108 -0.507  -0.010
H 1.902 -0.805 0.447  0.000
H 0.391 0.026 -1.826  0.004
H 1.771 -0.747 -2.137  0.005

Net charge = +1
2S+1 = 2
HOMO (alpha / beta) = -13.7245 / -13.7082 eV

***

C7H25CaN9O9 | ωB97M-V with the def2-TZVPD basis set

Each line ends with the natural charge from an NBO analysis.
Positions of all 51 atoms, in Å:
Ca -0.957 5.655 -0.903  1.819
C 0.197 5.636 -5.612  -0.622
C 0.340 6.286 -4.259  -0.019
O -0.427 5.725 -3.240  -1.037
H -0.841 5.705 -5.941  0.197
H 0.428 4.568 -5.626  0.195
H 0.877 6.099 -6.332  0.185
H 0.050 7.331 -4.471  0.066
H 1.395 6.323 -3.952  0.106
N -2.448 4.396 2.057  0.730
O -3.020 4.832 3.071  -0.490
O -2.456 3.165 1.856  -0.557
O -1.923 5.170 1.234  -0.625
C 2.167 7.082 -1.023  -0.263
O 1.276 6.322 -0.189  -0.746
H 2.111 6.660 -2.025  0.209
H 1.919 8.144 -1.068  0.168
H 3.202 6.941 -0.706  0.167
H 1.580 6.545 0.696  0.480
C 0.643 2.647 -0.013  0.789
O 0.295 3.727 -0.481  -0.731
N -0.221 1.790 0.516  -0.864
N 1.916 2.206 0.064  -0.831
H -1.126 2.238 0.649  0.454
H -0.046 0.841 0.778  0.389
H 1.994 1.289 0.457  0.383
H 2.604 2.653 -0.518  0.410
C -0.907 9.036 -1.296  0.781
O -0.911 7.968 -0.691  -0.746
N -0.913 10.210 -0.658  -0.835
N -0.719 9.083 -2.617  -0.828
H -0.978 11.072 -1.169  0.387
H -0.875 10.253 0.344  0.414
H -0.705 9.988 -3.052  0.380
H -0.560 8.223 -3.127  0.453
C -4.174 6.906 -1.427  0.794
O -3.042 6.513 -1.623  -0.693
N -4.436 7.888 -0.503  -0.845
N -5.272 6.426 -1.995  -0.834
H -5.311 8.368 -0.398  0.382
H -3.598 8.396 -0.264  0.406
H -5.121 5.695 -2.671  0.416
H -6.151 6.859 -1.786  0.394
C -3.135 2.712 -1.302  0.792
O -2.444 3.742 -1.371  -0.717
N -4.473 2.707 -1.304  -0.829
N -2.601 1.495 -1.353  -0.836
H -5.002 3.557 -1.360  0.409
H -4.865 1.842 -0.979  0.380
H -1.596 1.514 -1.409  0.426
H -3.194 0.695 -1.244  0.387

HOMO = -6.7660 eV

***

C17H17GaN4OSSbSe4 | ωB97M-V with the def2-TZVPD basis set

Each line ends with the natural charge from an NBO analysis.
Positions of all 46 atoms, in Å:
Ga 0.338 0.056 0.131  1.246
Se -1.143 -3.541 3.024  -0.937
Sb -1.974 -2.316 1.083  0.827
Se 0.098 -2.269 -0.630  -0.799
Se -1.499 0.237 1.799  -0.292
Se -3.335 1.191 0.911  -0.654
N 1.336 -1.321 3.760  -0.811
C 1.622 -1.487 2.457  0.832
N 2.027 -2.703 2.061  -0.814
O 1.612 -0.504 1.675  -0.767
H 1.038 -2.128 4.291  0.413
H 0.949 -0.431 4.032  0.409
H 1.729 -3.495 2.616  0.409
H 2.027 -2.862 1.059  0.429
S -1.615 0.154 -6.404  0.244
C -1.201 0.346 -4.665  -0.140
C 0.039 -0.099 -4.235  -0.215
C 0.336 0.015 -2.893  0.060
N -0.505 0.534 -2.009  -0.471
C -1.685 0.972 -2.420  0.069
C -2.080 0.895 -3.749  -0.253
C -1.522 1.901 -6.807  -0.123
C -0.321 2.471 -7.196  -0.260
C -0.310 3.835 -7.451  0.041
N -1.375 4.608 -7.337  -0.415
C -2.518 4.049 -6.980  0.042
C -2.650 2.696 -6.708  -0.263
H 0.731 -0.544 -4.929  0.219
H 1.276 -0.355 -2.496  0.212
H -2.349 1.370 -1.660  0.256
H -3.060 1.232 -4.045  0.226
H 0.571 1.874 -7.303  0.229
H 0.602 4.333 -7.758  0.192
H -3.369 4.713 -6.905  0.193
H -3.599 2.264 -6.435  0.230
C 2.895 4.090 0.621  -0.234
C 3.053 3.388 -0.562  -0.215
C 2.287 2.261 -0.813  -0.258
C 1.351 1.816 0.111  -0.404
C 1.189 2.555 1.275  -0.234
C 1.947 3.678 1.541  -0.219
H 3.514 4.953 0.828  0.198
H 3.788 3.718 -1.287  0.197
H 2.428 1.715 -1.741  0.192
H 0.444 2.236 2.001  0.215
H 1.810 4.226 2.465  0.202

Net charge = -1
HOMO = -3.9694 eV

***

What did we get for relative energy (zero: lowest compared OMol25 entry of this formula, charge and spin)? Answer: 0.0, 133.1, 73.1, 29.2 kJ/mol, in the order shown.